[1]
16
Properties=species:S:1:pos:R:3:forces:R:3:lowdin_charge:R:1 method="wB97M-V/def2-TZVPD" smiles="CNN=C(C)C" homo_lumo_gap_ev=8.730 charge=0 spin_multiplicity=1 e_above_lowest_kj_mol=394.6 lumo_ev=0.910 homo_ev=-7.82
C 2.6317 -0.4162 -0.1112 2.365 -1.747 3.049 -0.166
N 1.3241 0.1011 0.1105 -0.224 1.148 -0.312 -0.217
N 0.2317 -0.6573 -0.1701 -0.199 -0.248 0.700 0.029
C -0.9439 -0.1096 -0.1375 2.146 -0.997 -0.410 -0.489
C -0.9925 1.3764 -0.0788 -0.873 1.706 1.272 -0.108
C -2.1432 -1.0461 0.0041 -1.171 0.823 1.121 -0.075
H 3.0068 -0.4753 -1.1859 -0.656 -0.322 1.349 0.064
H 3.4626 0.2642 0.5100 -2.353 -1.648 -1.662 0.113
H 2.6154 -1.5251 0.5576 0.539 2.916 -2.559 0.135
H 1.2447 1.1048 0.2960 -0.047 -0.831 -0.220 0.079
H -2.0216 1.6735 -0.6388 2.555 0.011 1.659 0.104
H 0.0408 1.9200 -0.5870 -3.460 -1.454 1.322 0.125
H -1.0109 1.5906 1.2016 -0.081 0.164 -3.792 0.154
H -2.1224 -1.9752 -0.5947 0.389 0.620 0.203 0.066
H -3.0589 -0.4407 -0.3154 0.919 -1.031 0.629 0.074
H -2.2646 -1.3852 1.1396 0.150 0.888 -2.350 0.110



[2]
104
Properties=species:S:1:pos:R:3:forces:R:3:lowdin_charge:R:1 method="wB97M-V/def2-TZVPD" smiles=Nc1ccc2c(c1)Sc1ccc(CCCCl)cc1N2.c1cc[nH]c1.c1cc[nH]c1.c1cc[nH]c1.c1cc[nH]c1.c1cc[nH]c1.c1cc[nH]c1.c1cc[nH]c1 homo_lumo_gap_ev=8.084 charge=0 spin_multiplicity=1 e_above_lowest_kj_mol=0.0 lumo_ev=0.356 homo_ev=-7.73
N 0.7376 -0.7584 8.5006 0.593 1.058 -0.230 0.075
C 1.9996 -0.1572 8.1417 0.053 0.037 0.155 -0.305
C 2.5548 0.8626 8.9165 0.219 -0.283 -0.258 -0.041
C 3.7772 1.4299 8.5772 -0.164 -0.202 -0.168 -0.022
C 4.4711 0.9967 7.4520 -0.305 -0.153 0.372 -0.271
C 3.9076 -0.0144 6.6755 0.221 0.125 -0.160 -0.446
C 2.6875 -0.5850 7.0083 -0.048 0.179 0.239 -0.043
S 4.8230 -0.5574 5.2580 -0.035 -0.047 -0.092 1.036
C 5.4427 1.0242 4.7415 -0.177 -0.283 0.285 -0.454
C 5.5459 1.3592 3.4011 0.042 0.083 0.412 -0.080
C 6.0726 2.5924 3.0392 -0.190 -0.359 0.096 -0.050
C 6.4717 3.4894 4.0192 0.300 0.424 -0.164 -0.245
C 6.9989 4.8651 3.6554 -0.469 -0.348 0.316 -0.170
C 5.9564 5.9396 3.9822 0.058 -0.309 0.243 -0.261
C 4.6384 5.7394 3.2747 0.020 0.408 -0.037 -0.558
Cl 4.8484 5.7330 1.4838 -0.084 -0.136 0.059 0.588
C 6.3573 3.1547 5.3660 -0.187 -0.449 -0.384 0.022
C 5.8443 1.9167 5.7341 0.157 0.133 -0.038 -0.253
N 5.7226 1.5548 7.0947 -0.296 0.268 -0.359 0.086
H 0.4217 -0.2363 9.3105 -0.232 -0.288 0.179 0.073
H 0.0862 -0.4985 7.7652 -0.197 -0.384 -0.009 0.082
H 2.0300 1.2198 9.7899 -0.076 0.047 0.119 0.104
H 4.1774 2.2233 9.1910 0.112 0.107 0.063 0.109
H 2.2607 -1.3630 6.3953 0.046 -0.068 -0.169 0.091
H 5.2126 0.6437 2.6668 -0.032 -0.021 -0.189 0.105
H 6.1366 2.8302 1.9895 0.120 0.226 -0.102 0.104
H 7.8867 5.0330 4.2565 0.260 0.249 -0.088 0.115
H 7.2506 4.9009 2.6027 0.192 0.017 -0.155 0.090
H 6.3391 6.9432 3.8201 0.082 0.099 -0.173 0.112
H 5.7290 5.8499 5.0452 -0.038 0.160 0.182 0.110
H 4.1606 4.8172 3.5865 0.059 -0.306 -0.220 0.076
H 3.9531 6.5538 3.4822 -0.040 0.149 0.021 0.069
H 6.6752 3.8494 6.1291 0.058 0.151 0.134 0.121
H 5.9216 2.3613 7.6682 0.146 -0.080 0.207 0.122
C -0.4313 6.3852 1.0403 0.017 -0.018 -0.069 -0.120
C -0.5532 6.3490 2.4548 -0.001 -0.012 0.025 -0.109
C 0.6403 5.8942 2.9497 0.045 -0.002 -0.015 -0.139
N 1.4744 5.6582 1.8917 -0.027 -0.053 0.137 0.007
C 0.8314 5.9526 0.7262 0.015 0.011 -0.061 -0.141
H -1.1879 6.6975 0.3383 -0.028 0.043 0.042 0.079
H -1.4151 6.6241 3.0389 0.000 0.003 -0.001 0.090
H 0.9656 5.7210 3.9615 -0.022 -0.007 0.006 0.106
H 2.4201 5.3194 1.9581 -0.099 0.048 -0.130 0.063
H 1.3266 5.8310 -0.2226 0.006 -0.010 0.003 0.100
C -1.3011 4.0940 -4.2916 0.012 -0.107 -0.041 -0.129
C 0.0321 4.5513 -4.4799 0.016 -0.019 0.009 -0.108
C 0.3269 5.3803 -3.4312 -0.010 0.018 0.061 -0.138
N -0.7728 5.4393 -2.6197 0.027 -0.008 -0.065 0.016
C -1.7683 4.6591 -3.1341 -0.010 -0.002 0.080 -0.135
H -1.8553 3.4307 -4.9357 -0.046 0.081 -0.046 0.083
H 0.6954 4.3009 -5.2906 -0.002 0.011 -0.009 0.090
H 1.2217 5.9294 -3.1935 0.004 0.006 -0.022 0.106
H -0.8373 5.9739 -1.7728 0.009 -0.033 0.039 0.114
H -2.7191 4.5726 -2.6366 -0.014 0.008 -0.022 0.107
C -3.5565 -0.9739 -4.8635 -0.039 -0.057 0.005 -0.129
C -4.1983 -0.3286 -3.7710 -0.014 -0.018 0.011 -0.104
C -3.3814 0.6939 -3.3694 0.042 0.035 -0.004 -0.130
N -2.2756 0.6906 -4.1731 -0.001 -0.037 0.015 0.014
C -2.3728 -0.3189 -5.0872 0.113 -0.017 -0.017 -0.148
H -3.9203 -1.8226 -5.4203 0.034 -0.017 -0.005 0.071
H -5.1470 -0.5862 -3.3313 0.001 -0.003 0.009 0.091
H -3.4909 1.4204 -2.5829 -0.002 -0.009 0.012 0.108
H -1.5080 1.3360 -4.0988 -0.023 0.048 0.023 0.123
H -1.5962 -0.4859 -5.8144 -0.014 -0.006 -0.015 0.112
C 0.1615 -4.5042 5.9177 -0.008 -0.005 -0.012 -0.103
C 0.1419 -3.1187 6.2368 0.030 -0.063 -0.087 -0.120
C -0.7040 -2.5108 5.3465 -0.008 -0.003 -0.022 -0.141
N -1.1948 -3.4737 4.5066 0.010 0.013 0.049 0.001
C -0.6731 -4.6906 4.8486 -0.012 0.010 -0.023 -0.142
H 0.7249 -5.2741 6.4172 0.002 -0.001 0.007 0.090
H 0.6872 -2.6283 7.0244 -0.123 -0.140 0.058 0.052
H -0.9980 -1.4803 5.2363 0.012 0.001 -0.009 0.103
H -1.8351 -3.3113 3.7523 -0.001 0.003 -0.026 0.143
H -0.9387 -5.5801 4.3037 0.012 -0.008 0.004 0.105
C -6.3178 -4.3717 -9.1558 0.018 -0.086 -0.003 -0.129
C -4.9804 -3.9231 -9.3412 0.018 -0.038 0.006 -0.113
C -4.6908 -3.0708 -8.3095 0.003 0.034 0.067 -0.142
N -5.7984 -2.9875 -7.5106 0.019 -0.059 -0.025 0.007
C -6.7927 -3.7791 -8.0156 -0.001 0.024 0.060 -0.138
H -6.8661 -5.0526 -9.7857 -0.018 0.016 -0.009 0.093
H -4.3110 -4.1943 -10.1402 -0.001 0.009 -0.009 0.091
H -3.7961 -2.5193 -8.0765 0.000 0.014 -0.023 0.102
H -5.8709 -2.4294 -6.6798 -0.012 0.041 -0.011 0.131
H -7.7478 -3.8522 -7.5249 -0.012 -0.002 -0.021 0.108
C -5.9270 -9.6537 -7.0053 -0.001 -0.011 0.009 -0.118
C -5.9095 -9.7607 -8.4222 -0.003 -0.014 -0.007 -0.117
C -5.6987 -8.5028 -8.9224 -0.003 0.048 0.008 -0.146
N -5.5894 -7.6431 -7.8659 0.040 0.029 0.019 0.010
C -5.7261 -8.3346 -6.6949 0.002 0.043 -0.021 -0.145
H -6.0703 -10.4525 -6.2972 0.001 -0.004 0.002 0.087
H -6.0367 -10.6571 -9.0056 0.001 -0.004 -0.002 0.087
H -5.6170 -8.1483 -9.9356 -0.001 -0.011 -0.008 0.103
H -5.4380 -6.6512 -7.9419 -0.048 0.025 -0.033 0.118
H -5.6686 -7.8320 -5.7447 -0.006 -0.011 0.010 0.103
C 0.1276 -4.0460 -1.4346 -0.005 -0.012 0.020 -0.117
C 0.4567 -2.6652 -1.3642 0.002 0.013 0.022 -0.115
C -0.2939 -2.0194 -2.3107 -0.018 0.024 -0.052 -0.146
N -1.0588 -2.9538 -2.9507 0.006 -0.053 0.010 0.011
C -0.8107 -4.1902 -2.4219 -0.030 0.018 -0.049 -0.144
H 0.5325 -4.8400 -0.8300 0.007 -0.004 0.002 0.087
H 1.1611 -2.2007 -0.6947 0.004 0.000 0.004 0.087
H -0.3513 -0.9793 -2.5822 -0.006 0.004 0.008 0.095
H -1.7061 -2.7564 -3.6939 -0.039 0.096 0.039 0.119
H -1.3205 -5.0634 -2.7913 0.014 -0.014 0.004 0.103